Below is 3 unconnected molecules or ions with the total composition C17H25F3N2O7S2 at a distorted geometry, with properties calculated with ωB97M-V with the def2-TZVPD basis set.

Bonds (Å) are listed after each position.
CARTESIAN COORDINATES (ANGSTROEM)
1 C -1.3571 -2.3285 2.5365  H16 1.115, C33 1.470, C47 1.465
2 S -3.0321 3.5706 -0.1842  C7 1.794, O14 1.492, C22 1.802
3 H -4.4006 3.0453 -2.0806  C7 1.091
4 O -3.4639 -0.6266 -2.0448  S34 1.484
5 C 3.0787 -2.2419 1.0048  N17 1.440, F18 1.380, O55 1.182
6 H 2.3438 2.0747 4.0117  C19 1.129
7 C -3.6345 2.5196 -1.5080  S2 1.794, H3 1.091, H28 1.089, H40 1.090
8 H -1.7879 0.6681 -4.0862  C54 1.090
9 C 3.8807 0.9682 2.7892  C19 1.587, H26 1.132, H43 1.117, C48 1.568
10 H -1.7965 -0.7151 -5.2050  C54 1.091
11 H -4.4524 -2.0674 -4.3080  C13 1.091
12 H 0.1857 1.5656 -0.4025  C21 1.132
13 C -3.5555 -2.5345 -3.8980  H11 1.091, H30 1.090, S34 1.803, H38 1.091
14 O -2.1106 2.7399 0.6445  S2 1.492
15 H -0.7397 0.9110 1.3312  C35 1.117
16 H -1.6815 -2.8578 3.4632  C1 1.115
17 N 4.2530 -1.4224 1.1574  C5 1.440, N31 1.405, C50 1.458
18 F 2.0474 -1.9876 1.8864  C5 1.380
19 C 2.5273 1.7842 2.9365  H6 1.129, C9 1.587, H24 1.117, H29 1.132
20 H -4.4530 4.2739 1.5932  C22 1.090
21 C 0.8894 0.7969 -0.8451  H12 1.132, O25 1.434, H52 1.124, O56 1.433
22 C -4.6045 3.6851 0.6888  S2 1.802, H20 1.090, H37 1.091, H51 1.091
23 O 3.1276 -0.3462 -1.5209  C32 1.204
24 H 2.4471 2.6719 2.2628  C19 1.117
25 O 0.0784 -0.3561 -1.1076  C21 1.434, C27 1.405
26 H 4.6279 1.4870 3.4638  C9 1.132
27 C -0.4137 -0.9212 0.0815  O25 1.405, C35 1.468, C39 1.487
28 H -2.7955 2.2828 -2.1614  C7 1.089
29 H 1.6949 1.0650 2.6684  C19 1.132
30 H -3.8429 -3.3155 -3.1946  C13 1.090
31 N 4.2030 -0.1915 0.4825  N17 1.405, C32 1.460, C48 1.482
32 C 3.0319 -0.0077 -0.3692  O23 1.204, N31 1.460, O56 1.373
33 C -1.2796 -0.8607 2.5337  C1 1.470, C35 1.475, H45 1.112
34 S -2.5714 -1.3095 -3.0135  O4 1.484, C13 1.803, C54 1.803
35 C -0.8090 -0.2034 1.3000  H15 1.117, C27 1.468, C33 1.475
36 H 5.6312 0.9864 1.4847  C48 1.131
37 H -4.9529 2.6873 0.9597  C22 1.091
38 H -2.9584 -2.9717 -4.6996  C13 1.091
39 C -0.5368 -2.4028 0.0893  C27 1.487, H44 1.122, C47 1.457
40 H -4.0414 1.5964 -1.0944  C7 1.090
41 H -1.0605 -4.1598 1.3216  C47 1.114
42 O 6.2592 -2.2598 1.8144  C50 1.186
43 H 3.7107 -0.0394 3.2412  C9 1.117
44 H -0.2656 -2.9492 -0.8525  C39 1.122
45 H -1.5405 -0.2826 3.4469  C33 1.112
46 F 5.8160 -2.7661 -0.2609  C50 1.367
47 C -1.0006 -3.0473 1.3107  C1 1.465, C39 1.457, H41 1.114
48 C 4.5084 0.9694 1.3519  C9 1.568, N31 1.482, H36 1.131, F53 1.416
49 H -3.3259 0.1193 -4.7956  C54 1.091
50 C 5.4910 -2.1535 0.9170  N17 1.458, O42 1.186, F46 1.367
51 H -5.3387 4.1813 0.0529  C22 1.091
52 H 1.2696 1.2660 -1.7930  C21 1.124
53 F 4.2178 2.1575 0.6377  C48 1.416
54 C -2.3530 -0.2021 -4.4198  H8 1.090, H10 1.091, S34 1.803, H49 1.091
55 O 2.9322 -3.1271 0.2357  C5 1.182
56 O 1.9032 0.5814 0.1453  C21 1.433, C32 1.373

Summary:
* HOMO: -8.34 eV
* E_LUMO: 0.01060 hartree
* strongest force on any atom: 3.7 eV Å⁻¹
* frontier orbital gap: 8.633 eV